Here is a structure of composition C5H15N3 in a non-equilibrium geometry from the Open Molecules 2025 dataset. Energies are from ωB97M-V/def2-TZVPD.

Last column: Mulliken charge in e.
Positions of all 23 atoms, in Å:
N -0.1092 -0.0945 -0.3067  0.24
N -3.0390 1.3382 0.7532  -0.67
N 3.5508 0.3173 0.7202  -0.59
C -1.2488 -0.6203 0.3873  -0.60
C -0.1929 -0.3336 -1.6833  -1.30
C 1.1464 -0.3751 0.2680  -0.67
C 2.2406 0.7152 0.1699  -0.56
C -2.7608 -0.0200 0.2379  -0.70
H -1.4198 -1.7413 0.3685  0.27
H 4.3506 0.7201 0.2110  0.23
H 1.0026 -0.4498 1.3838  0.36
H -2.8848 -0.2812 -0.8090  0.39
H 1.9619 1.4137 0.9391  0.24
H -1.0347 -1.1144 -1.9364  0.33
H -3.2901 -0.7614 0.8374  0.36
H 0.5767 -0.7755 -2.2560  0.45
H 1.5367 -1.4047 -0.0521  0.28
H -2.0526 1.0697 -0.0977  0.44
H 2.2492 1.4039 -0.7216  0.33
H 3.5814 -0.7087 0.6320  0.23
H -0.5040 0.5038 -2.2659  0.36
H -0.9229 -0.4178 1.4907  0.33
H -2.7372 1.6165 1.7296  0.23

Computed properties:
* net charge: 0
* HOMO-LUMO gap: 9.657 eV
* relative energy (zero: lowest compared OMol25 entry of this formula, charge and spin): 6.365 eV
* LUMO level: 0.9 eV
* HOMO energy: -0.322 hartree

Here is a cluster of 2 separate species, C3H8N in total in a non-equilibrium geometry from the Open Molecules 2025 dataset. Energies are from ωB97M-V/def2-TZVPD.

Last column: Mulliken charge in e.
Positions of all 12 atoms, in Å:
N -0.3045 0.3920 0.2991  -0.27
C -0.6400 -0.9078 0.7954  -0.28
C 1.5936 0.4163 -0.2833  -0.48
C -1.3168 -0.2663 -0.4248  -0.22
H 1.3951 -0.4040 -0.8658  0.28
H -1.1770 -0.9131 1.7428  0.28
H -0.5293 1.2246 0.7702  0.28
H -2.2958 0.1909 -0.5516  0.29
H 0.1295 -1.6870 0.6068  0.24
H -0.9222 -0.6114 -1.3266  0.20
H 1.9047 0.2936 0.6614  0.38
H 1.5618 1.3818 -0.8894  0.31

Computed properties:
* net charge: +1
* HOMO-LUMO gap: 11.616 eV
* relative energy (zero: lowest compared OMol25 entry of this formula, charge and spin): 2.679 eV
* LUMO level: -4.9 eV
* HOMO energy: -0.607 hartree

Here is a structure of composition C24H25N6OsPTe from the Open Molecules 2025 dataset. Energies are from ωB97M-V/def2-TZVPD.

Last column: Mulliken charge in e.
Positions of all 58 atoms, in Å:
Os 0.1648 -0.3353 -0.3538  0.99
Te 1.2303 0.0399 1.9666  0.82
P -1.3325 -0.3561 -3.5156  -0.24
N -2.6621 1.9235 -2.5235  0.17
N -0.9431 -1.8195 -1.1411  -0.10
N -1.3012 1.0591 -1.0476  -0.24
N 1.1233 -0.2108 -2.1450  -0.11
N -2.2178 -2.8753 -2.5527  0.16
N 1.3682 -0.0459 -4.3025  0.16
C 2.4684 -0.0189 -2.3992  -0.45
C 4.7124 -0.3428 4.5745  -0.60
C 0.4762 -0.2227 -3.3223  0.09
C -2.7516 2.6947 -1.3936  -0.37
C 1.0856 0.0237 -5.7564  -0.74
C 3.2960 -2.3650 4.9748  -0.52
C -0.0082 3.4253 4.3261  -0.62
C 2.6181 0.0627 -3.7460  -0.38
C -1.4066 1.5771 5.0199  -0.62
C 0.2066 1.2925 3.3022  0.65
C -0.7965 0.7417 4.0952  -0.45
C 0.6250 2.6190 3.3897  -0.41
C 2.6674 -0.7305 3.3597  0.46
C -1.3592 -2.9899 -0.5309  -0.45
C -3.0045 -3.2245 -3.7607  -0.74
C -2.1316 -3.6558 -1.4254  -0.38
C -1.9060 2.1579 -0.4741  -0.49
C -1.4863 -1.7733 -2.3718  0.06
C 4.4502 -1.5517 5.2871  -0.31
C -3.4286 2.1673 -3.7678  -0.73
C -1.0165 2.9079 5.1330  -0.50
C 3.8184 0.0795 3.6393  -0.18
C 2.4002 -1.9402 4.0339  -0.25
C -1.7838 0.9365 -2.2984  0.12
H 0.2894 4.4610 4.4250  0.45
H 0.6332 -0.9072 -6.0870  0.34
H -1.5052 3.5480 5.8554  0.46
H 3.9799 1.0120 3.1142  0.44
H -2.7452 2.3592 -4.5908  0.33
H 2.0304 0.1661 -6.2710  0.33
H -1.0667 -3.2719 0.4650  0.46
H -2.1909 1.1853 5.6543  0.44
H -2.6311 -4.6080 -1.3497  0.47
H -4.0502 3.0430 -3.6110  0.33
H 5.6001 0.2327 4.8031  0.47
H 1.4088 3.0224 2.7621  0.46
H -3.7785 -2.4788 -3.9218  0.33
H -3.4024 3.5522 -1.3371  0.46
H -4.0650 1.3130 -3.9825  0.34
H 3.5023 0.1985 -4.3475  0.47
H 1.5238 -2.5313 3.8066  0.42
H 5.1070 -1.8525 6.0964  0.47
H 0.4346 0.8689 -5.9638  0.33
H -3.4678 -4.1901 -3.5851  0.33
H 3.2142 0.0330 -1.6254  0.44
H -1.1019 -0.2924 4.0070  0.40
H -2.3440 -3.2930 -4.6207  0.34
H 3.1535 -3.3027 5.4979  0.46
H -1.7033 2.4825 0.5328  0.47

Computed properties:
* net charge: +4
* HOMO-LUMO gap (alpha / beta): 6.608 / 4.599 eV
* LUMO level (alpha / beta): -13.1 / -15.1 eV
* HOMO energy (alpha / beta): -0.724 / -0.724 hartree
* multiplicity: 5